Record 1
ORCA calculation (ωB97M-V/def2-TZVPD) on a single C4H8N2 molecule.

Energy above the lowest of the compared OMol25 structures with the same formula, charge and spin in kcal per mole: 95.96
E_LUMO (spin up / spin down) in eV: 0.85 / -0.41
Charge: 0
Electronic energy in a.u.: -266.56908

Cartesian coordinates (Å):
N (-0.6259, -0.2815, 0.1660)
N (-1.2344, -1.4182, 0.1076)
C (1.4725, -1.3790, 0.3150)
C (0.7671, -0.2608, -0.0748)
C (1.2947, 0.8125, -0.7651)
C (-1.3806, 1.0093, 0.2548)
H (-0.6957, 1.8180, 0.4923)
H (0.8648, 1.7858, -0.9115)
H (-2.1119, 0.8977, 1.0593)
H (0.9646, -2.2193, 0.7433)
H (2.5334, -1.4410, 0.1436)
H (2.3039, 0.7521, -1.1310)
H (-1.9153, 1.2236, -0.6749)
H (-2.2371, -1.2992, 0.2755)

Force components x, y, z for each atom (eV/Å):
-0.5429 3.0912 0.4217
-0.9381 -1.9903 0.0044
0.2837 0.2319 -0.3430
-0.1702 -0.2634 -0.3588
0.9067 0.1165 0.0962
0.3742 -1.1665 0.0701
-0.1060 -0.0242 0.0505
-0.5989 -0.1141 -0.1070
0.0784 0.0689 -0.0433
-0.1323 -0.1221 0.1701
0.1004 0.0541 -0.1056
0.3267 -0.1557 0.2040
0.1288 -0.0271 -0.0368
0.2896 0.3009 -0.0225

=====

Record 2
ORCA calculation (ωB97M-V/def2-TZVPD) on a molecular structure, C7H8BLiN4S3.

E_LUMO in eV: 5.00
Charge: -2
Electronic energy in a.u.: -1717.66561

Cartesian coordinates (Å):
S (0.1577, -3.2368, -2.1367)
S (2.7247, -1.7533, -2.1377)
S (2.6435, -4.5760, -3.0626)
N (-0.3845, 0.6670, -1.2674)
N (-0.1254, 0.2179, 1.7588)
N (0.4604, -0.7971, 1.1094)
N (-0.8880, 1.5394, -0.3849)
C (-0.6552, 1.1341, -2.4806)
C (-1.4778, 2.5596, -1.0324)
C (0.6610, -1.1466, 3.3149)
C (-1.3545, 2.3447, -2.3930)
C (-0.0204, 0.0350, 3.0868)
C (1.8416, -3.1881, -2.5045)
C (0.9387, -1.6272, 2.0289)
B (-0.8465, 1.4676, 1.1700)
Li (0.6410, -1.1094, -0.9516)
H (-1.7150, 2.9675, -3.1949)
H (0.9158, -1.5892, 4.2636)
H (-0.3363, 0.5803, -3.3498)
H (-0.2645, 2.4585, 1.5743)
H (-1.9455, 3.3697, -0.4958)
H (-0.4314, 0.7470, 3.7848)
H (1.4559, -2.5243, 1.7260)
H (-1.9955, 1.4597, 1.5744)

Force components x, y, z for each atom (eV/Å):
-0.3448 0.2210 0.0356
-0.0201 0.4077 0.0352
0.0644 -0.1117 -0.2859
0.1217 -0.2136 -0.0391
0.0098 -0.0156 0.2470
0.0567 -0.1018 -0.2622
-0.0963 0.1671 -0.0969
-0.0478 0.0826 0.0368
0.0075 -0.0139 -0.1393
-0.0070 0.0110 0.0024
-0.0052 0.0083 -0.0095
0.0780 -0.1360 0.0338
0.2303 -0.3950 0.3945
-0.0254 0.0445 0.0897
-0.0109 0.0225 -0.0022
0.0302 -0.0528 -0.0983
-0.0027 0.0051 0.0070
-0.0026 0.0050 0.0008
0.0242 -0.0396 0.0460
0.0004 0.0581 0.0373
0.0314 -0.0543 0.0803
-0.0265 0.0460 -0.0844
-0.0144 0.0265 -0.0660
-0.0508 0.0288 0.0373

=====

Record 3
ORCA calculation (ωB97M-V/def2-TZVPD) on 10 unconnected molecules or ions with the total composition C25H38BCl2N10O.

E_LUMO in eV: 1.74
Charge: -1
Electronic energy in a.u.: -2543.33180

Cartesian coordinates (Å):
Cl (-2.7654, -2.1171, 1.0735)
Cl (-1.9041, 0.6987, 4.5280)
O (0.2607, -1.2828, 0.7479)
N (1.0845, 2.0326, 2.3710)
N (1.2892, 5.7546, 0.4065)
N (1.3405, -3.3113, 6.1158)
N (1.5819, -0.1526, -5.7736)
N (-3.7048, 2.3357, -7.1054)
N (6.7899, -0.2674, 5.6704)
N (0.6664, -3.8311, 1.0017)
N (-1.0678, 1.6406, -2.1470)
N (-2.7839, 2.5248, -12.7876)
N (-6.3227, 1.0783, 2.0837)
C (-6.4938, 1.1994, 0.9514)
C (-2.8973, 2.0021, -6.3549)
C (0.7982, -0.1641, -2.4719)
C (-1.7982, -1.0460, 2.2531)
C (-0.0997, 3.8015, -0.6483)
C (-1.8701, 1.5775, -5.3996)
C (-3.4603, 2.6595, -11.8654)
C (2.0348, 2.6725, 2.4975)
C (1.4939, -1.2610, -6.0732)
C (3.1939, -5.1155, 5.7241)
C (3.3731, -1.9929, 3.3372)
C (0.6762, 4.9007, -0.0655)
C (0.5935, -2.6443, 0.7400)
C (-6.7078, 1.3536, -0.4900)
C (0.7188, -1.3736, 3.3517)
C (1.3820, -2.6719, -6.4536)
C (-4.2154, -0.6591, 3.3644)
C (2.2495, -0.8677, 3.0858)
C (6.1219, -0.9798, 6.2800)
C (-0.2465, 0.8458, -2.2942)
C (2.1540, -4.1053, 5.9439)
C (-2.6088, -0.4328, 3.2711)
C (-4.3214, 2.8309, -10.6916)
C (3.2414, 3.4912, 2.6447)
C (5.2720, -1.8875, 7.0562)
B (-0.1752, -0.8069, 2.0977)
H (3.1072, -5.9436, 6.4319)
H (-0.9277, 3.5101, 0.0019)
H (0.9101, -3.2640, -5.6657)
H (-4.6584, 0.1009, 2.6095)
H (4.1953, -4.6946, 5.8401)
H (4.2199, -1.5950, 7.0082)
H (0.7821, -2.7976, -7.3581)
H (-4.2219, 3.8304, -10.2621)
H (-7.5637, 0.7680, -0.8339)
H (-4.5251, -1.7303, 3.1282)
H (0.5162, 2.9148, -0.8024)
H (-1.9451, 2.1247, -4.4570)
H (3.0875, -3.0464, 3.0034)
H (-0.0234, 0.3816, 2.0920)
H (1.7968, 0.2699, -2.3810)
H (2.3932, -0.4943, 2.0003)
H (-1.9545, 0.5140, -5.1639)
H (4.2911, -1.6839, 2.6968)
H (0.7205, -0.9585, -1.7246)
H (-4.5980, -0.3827, 4.4052)
H (-0.5274, 4.0722, -1.6158)
H (3.1361, -5.5412, 4.7194)
H (-5.8373, 1.0240, -1.0626)
H (3.8984, 3.3985, 1.7766)
H (-5.3755, 2.6893, -10.9421)
H (5.5563, -1.9009, 8.1112)
H (3.7562, -2.0065, 4.4234)
H (2.9967, 4.5504, 2.7549)
H (2.4528, 0.0449, 3.7523)
H (-0.8632, 1.7435, -5.7909)
H (0.6357, -2.5003, 3.5333)
H (2.3618, -3.1139, -6.6494)
H (-4.0764, 2.1145, -9.9039)
H (5.3393, -2.9144, 6.6901)
H (0.7385, -0.6354, -3.4549)
H (3.8212, 3.1980, 3.5236)
H (0.4091, -0.8710, 4.3492)
H (-6.8979, 2.3955, -0.7587)

Force components x, y, z for each atom (eV/Å):
0.8532 0.9357 0.9751
-0.6482 -1.1390 -1.4146
2.1238 -5.1908 -1.5747
0.7889 1.4047 0.1382
-0.2107 -0.3403 -0.2320
0.2744 -0.2543 0.1587
-0.0815 -0.4862 -0.1871
0.3309 -0.1474 0.2391
-0.2602 -0.3145 0.3073
0.2036 5.4980 -1.8520
0.2742 -0.6104 -0.3846
-0.2972 0.0541 0.3928
-0.6510 0.4298 -0.7105
-0.0087 0.0146 0.0796
-0.0344 -0.0091 -0.0684
0.2122 -0.4027 0.0511
-2.4280 1.7518 3.2737
-0.0528 0.0555 0.0145
0.1957 0.0107 0.1609
0.0397 0.0017 -0.0939
-0.0270 0.0294 -0.0771
0.0270 0.0920 -0.0278
0.1556 -0.2324 -0.0903
0.9973 0.8404 -0.3634
0.0518 0.0536 0.1606
-1.6843 -1.0424 2.2226
0.0081 0.0077 -0.3263
0.9098 0.4658 0.8478
-0.0270 -0.3249 -0.0813
1.1831 1.2134 0.0082
0.0175 -0.6916 0.0562
0.0444 0.0520 -0.0909
-0.1399 -0.0777 0.0965
0.0773 -0.0623 -0.0394
-0.1163 -2.4374 -2.5211
-0.1729 -0.0103 0.2457
0.2890 0.1462 0.1102
-0.2334 -0.1416 0.2000
-0.9255 0.3427 1.4956
-0.1614 0.1834 0.0139
0.2048 0.0776 0.0640
0.0416 0.2425 0.0389
0.7064 -1.7895 1.5229
-0.1966 0.1244 -0.0283
0.1448 0.1039 -0.1601
0.0403 0.2334 0.0983
0.1450 -0.1018 -0.1517
0.0702 -0.0066 0.2381
0.6122 1.5243 0.1792
0.0530 0.2847 0.2090
-0.1472 -0.0228 -0.1511
0.0736 1.4723 0.4898
-0.4153 -0.5916 -0.3619
-0.2028 0.1496 0.0069
-0.4240 -0.6579 1.6565
-0.1642 0.1227 -0.1172
-1.2585 -0.6355 1.0669
-0.2262 0.3043 0.1608
0.6113 -0.3218 -1.4202
0.1747 0.1465 0.1556
-0.1539 0.2140 0.0533
0.0145 -0.0174 0.2585
-0.2070 -0.1044 0.0147
0.1769 -0.0206 -0.1821
0.1299 0.1451 -0.1575
-0.7700 -0.1175 -1.4765
-0.2021 -0.1656 -0.0886
-0.1607 -1.3756 -0.9296
-0.1758 0.0345 -0.1280
0.4132 1.3878 -0.3321
-0.0232 0.2417 0.0781
0.1199 0.0773 -0.1441
0.1361 0.2094 -0.1252
-0.1485 0.2938 0.0563
-0.1857 -0.1484 -0.0623
0.2484 -0.9166 -1.6780
0.0478 -0.0641 0.2340

=====

Record 4
ORCA calculation (ωB97M-V/def2-TZVPD) on a single C6H11NO molecule.

SMILES: C=C([C@@H]1CO1)N(C)C
Energy above the lowest of the compared OMol25 structures with the same formula, charge and spin in kcal per mole: 63.73
E_LUMO in eV: 1.02
Charge: 0
Electronic energy in a.u.: -365.12991

Cartesian coordinates (Å):
O (-0.4988, 1.2518, 1.9820)
N (0.5595, -0.4696, -0.2175)
C (-1.6240, -0.2128, -1.2187)
C (1.0170, -1.1909, -1.3829)
C (-1.0800, 1.1204, 0.7187)
C (-0.0551, 2.1941, 1.0615)
C (-0.7313, 0.0503, -0.2548)
C (1.0399, -1.0593, 1.0183)
H (0.8051, -0.6087, -2.2781)
H (0.7306, -2.1099, 1.1060)
H (2.1308, -1.0201, 1.0298)
H (0.6595, -0.5121, 1.8748)
H (2.0960, -1.3224, -1.2999)
H (-2.5627, 0.3102, -1.2564)
H (-2.1276, 1.4101, 0.6908)
H (-0.4345, 3.2039, 1.1578)
H (0.5560, -2.1824, -1.4838)
H (0.9743, 2.0866, 0.7432)
H (-1.4547, -0.9392, -1.9907)

Force components x, y, z for each atom (eV/Å):
-0.0186 -0.6634 1.5055
0.0740 0.1052 -0.0910
0.0865 -0.0628 0.1737
-0.0214 0.1119 0.0133
0.7568 1.2602 -0.5598
-0.9886 -0.1975 -1.1066
-0.0518 -0.2941 -0.0418
0.0171 -0.0614 0.1803
0.0027 -0.0383 -0.0464
0.0090 -0.0216 -0.0014
-0.0080 -0.0419 0.0307
0.0704 -0.0728 -0.0360
0.0014 -0.0480 -0.0174
-0.1627 0.1260 0.0933
0.0964 0.0518 -0.0374
0.0571 0.0896 0.2807
-0.0315 -0.0330 -0.0111
-0.0296 -0.0976 -0.1512
0.1408 -0.1121 -0.1775

=====

Calculated values (eV Å⁻¹) of max |F| for the records, taken in order: 3.17; 0.60; 5.83; 1.65.